1.
The following is a quantum chemistry calculation of a molecular structure, C51H46GaN3O3P2S3 at a distorted geometry, from the OMol25 dataset.

The calculation puts the calculated total energy at -6163.05324 Ha. The calculation puts the HOMO energy at -0.2932 Eh. The calculation puts the HOMO-LUMO gap at 8.06 eV. As for the LUMO energy: 0.08 eV. The calculation puts the energy above the lowest of the compared OMol25 structures with the same formula, charge and spin at 22.30 kJ/mol.

```
109
Properties=species:S:1:pos:R:3:forces:R:3
Ga 12.052474 12.090453 12.629031 1.15 0.23 0.68
S 15.007044 14.305242 14.936210 1.94 0.44 -0.63
C 13.636735 14.418911 15.857852 1.57 1.06 0.81
C 12.612117 13.811458 15.303126 -2.67 -0.60 1.24
C 12.890210 13.189493 14.095509 -1.83 -0.90 -1.40
C 14.163527 13.418612 13.759267 1.18 0.20 -0.81
C 14.730221 13.020378 12.497926 0.69 -1.12 -1.69
C 16.026813 13.348592 12.068394 -1.19 0.47 1.79
C 16.509929 12.775878 10.944460 -0.39 -0.88 -1.77
C 15.695184 11.915189 10.162068 1.67 0.37 -0.06
C 14.431978 11.691125 10.583863 -1.51 -1.59 -1.15
N 13.974659 12.218092 11.703681 -1.04 0.60 2.05
H 13.686626 14.994920 16.733212 -0.18 0.44 1.13
H 11.724011 13.843231 15.910900 -0.70 -0.34 -0.52
H 16.533320 14.033147 12.744007 0.52 -0.11 -0.52
H 17.485017 13.004129 10.586383 0.74 0.13 -0.09
H 16.030895 11.414437 9.244390 0.06 0.48 0.50
H 13.735178 11.016589 9.971563 1.00 1.25 1.28
C 12.077581 21.073580 9.448859 -2.32 2.45 -1.40
S 12.165520 21.885158 11.077320 0.42 0.56 -0.54
C 11.015414 21.041295 12.174640 0.02 0.60 -0.16
C 11.571722 19.755151 12.739053 -0.42 -0.10 -0.64
C 11.616258 18.737718 11.605210 -0.05 0.96 0.37
N 12.163876 17.461296 11.947055 0.12 -1.05 -0.22
P 13.767276 17.001070 11.533000 0.48 -0.61 0.46
C 14.797342 18.431574 12.003466 0.43 1.71 -1.06
C 15.009136 19.550970 11.160814 -0.41 -0.57 -1.48
C 15.894505 20.592397 11.443601 -0.25 -0.81 0.17
C 16.635318 20.444644 12.613657 0.50 1.95 0.33
C 16.371224 19.439784 13.533510 1.27 -0.27 1.08
C 15.496041 18.448094 13.203104 -1.66 -2.38 0.63
C 13.883105 17.063373 9.705303 -1.47 1.05 -1.53
C 12.645292 17.150267 8.980093 1.53 -0.92 1.05
C 12.657361 17.089221 7.595182 -2.51 0.56 0.33
C 13.775188 17.015301 6.847591 1.86 -0.59 -0.14
C 14.978729 16.892172 7.512553 1.18 1.07 1.29
C 15.047114 17.026507 8.908224 -0.63 -0.85 0.22
P 11.206664 16.142693 12.514298 0.29 -0.23 -0.28
C 9.576616 16.414766 11.742734 -0.71 0.92 -0.19
C 8.665967 17.394161 12.284158 1.53 -2.24 -0.39
C 7.431466 17.553438 11.733432 -0.25 -0.01 -1.02
C 7.124214 16.874953 10.539152 -0.59 -0.02 -0.06
C 8.008552 15.964999 9.976429 -0.79 -1.03 0.11
C 9.226605 15.684598 10.590668 0.80 0.56 0.36
C 10.875686 16.565223 14.233809 -2.15 -1.23 1.15
C 9.825296 15.870253 14.921984 0.03 0.00 -1.66
C 9.682324 15.875412 16.285447 1.70 0.80 -0.02
C 10.632056 16.530024 17.064353 0.75 1.25 -0.19
C 11.658207 17.286737 16.388679 -1.68 -1.56 2.31
C 11.727681 17.285792 15.030142 -0.14 -0.47 -0.13
H 12.385871 21.869780 8.694335 -0.02 -0.93 1.06
H 11.004005 20.853652 9.077493 1.63 -0.07 0.99
H 12.733037 20.259089 9.390158 0.65 -1.22 -0.35
H 10.086580 21.007306 11.606367 -0.25 -0.61 0.22
H 10.848466 21.774811 12.958933 0.01 0.10 0.15
H 11.000028 19.398591 13.585233 -0.43 -0.15 0.13
H 12.559347 19.959743 13.108190 0.65 0.04 0.19
H 12.213073 19.130195 10.808174 0.46 0.31 -0.27
H 10.616523 18.726009 11.177509 -0.29 -0.64 -0.04
H 14.565242 19.526819 10.136939 0.10 0.15 1.02
H 15.991768 21.456778 10.754630 0.11 -0.80 0.62
H 17.376386 21.240129 12.829592 -0.42 -0.70 0.09
H 16.906876 19.298153 14.510699 -0.37 0.64 -1.18
H 15.266434 17.565308 13.868217 0.62 1.10 -0.39
H 11.733736 17.103416 9.576524 0.00 0.24 -0.51
H 11.723239 17.145768 7.041438 -0.13 -0.03 0.31
H 13.748245 16.994372 5.782393 -0.15 -0.03 -0.58
H 15.972475 16.877447 7.066345 -0.47 -0.21 -0.56
H 16.033299 16.978108 9.348974 0.03 0.08 0.26
H 8.973080 17.814307 13.221252 -0.18 0.56 0.24
H 6.723845 18.192757 12.221991 -0.38 0.30 -0.05
H 6.140718 16.992977 10.052378 0.55 0.03 0.46
H 7.624987 15.266229 9.208230 0.48 0.84 0.09
H 9.932793 14.951042 10.146121 -0.64 0.50 0.44
H 9.065103 15.281265 14.380798 0.60 0.35 -0.09
H 8.924569 15.299153 16.721070 -1.07 -0.60 0.65
H 10.515237 16.510923 18.167658 0.42 0.09 -0.86
H 12.442081 17.752176 16.957813 0.03 0.34 0.22
H 12.524974 17.782750 14.589559 1.43 0.95 -0.88
C 10.674358 12.304223 11.294220 -1.88 0.98 0.14
C 11.361328 12.599911 10.015943 -0.33 -2.52 -0.48
C 11.442231 11.570123 9.063825 0.06 -0.43 -0.51
C 12.329339 11.602865 7.991418 -0.11 0.40 -1.05
C 13.175737 12.699019 7.857987 0.59 3.19 0.84
C 13.141246 13.774348 8.825097 -2.13 -2.56 -0.25
C 12.145971 13.678873 9.862730 3.67 3.30 -0.99
H 10.011566 11.428259 11.199305 0.31 0.32 0.12
H 10.038352 13.191717 11.544289 0.33 -0.72 0.17
H 10.859258 10.660556 9.181549 -0.02 0.35 0.11
H 12.331967 10.834976 7.186714 -0.09 0.41 0.97
H 13.831892 13.004930 7.017124 -0.36 -1.28 0.29
H 13.863010 14.580525 8.777893 -0.27 0.05 -0.04
H 12.230369 14.506586 10.610711 -0.46 -0.94 -0.38
O 11.256591 7.192270 11.200074 0.38 0.01 0.29
S 12.355726 8.232173 10.434175 -0.49 -0.65 -1.87
O 11.669599 8.651244 9.194919 0.58 -0.86 1.32
N 12.275842 9.465981 11.436040 -0.12 1.07 0.41
C 12.108220 9.355326 12.713650 0.00 -0.88 0.54
O 12.191641 10.382855 13.460277 -0.29 0.24 0.60
C 11.839419 8.042498 13.402769 0.60 0.61 -1.67
C 11.984962 7.867056 14.752076 -0.53 -0.97 0.33
C 11.673534 6.592008 15.286523 0.55 2.24 0.05
C 11.477496 5.570574 14.414525 -0.83 -2.63 0.37
C 11.423850 5.693522 13.024087 0.30 0.61 1.11
C 11.542949 6.967282 12.543252 -0.45 0.23 -0.70
H 12.302514 8.692697 15.366884 -0.18 0.16 0.12
H 11.560158 6.539292 16.360117 0.28 -0.55 0.00
H 11.275203 4.559025 14.839593 0.23 0.84 -0.38
H 11.294113 4.839982 12.399823 -0.23 -0.29 -0.42
```
Forces are in eV/Å.

Löwdin atomic charge list, values in e, 5 entries: number 1, Ga, carries 0.63; number 2, S, carries 1.07; number 3, C, carries -0.45; number 4, C, carries -0.21; number 5, C, carries -0.20

2.
The following is a quantum chemistry calculation of C20H25N5O4S2 in the gas phase at a distorted geometry, from the OMol25 dataset.

The SMILES is CSCC[C@@H](NC(=O)c1ccccc1)C(=O)NNC(=O)c1csc(N2CCOCC2)n1. The calculation puts the calculated total energy at -2148.27442 Ha. The calculation puts the HOMO energy at -0.3017 Eh. The calculation puts the HOMO-LUMO gap at 8.67 eV. As for the LUMO energy: 0.46 eV. The calculation puts the energy above the lowest of the compared OMol25 structures with the same formula, charge and spin at 23.19 kJ/mol.

```
56
Properties=species:S:1:pos:R:3:forces:R:3
C 3.358621 0.624339 3.038671 -0.47 0.35 -0.08
H 2.905204 -0.272712 2.627485 0.08 -0.16 0.01
H 4.292244 0.829931 2.526254 0.11 -0.04 -0.02
H 3.536251 0.517277 4.104699 0.10 -0.09 0.08
S 2.282737 2.059291 2.748614 0.13 0.06 0.20
C 0.937410 1.710423 3.931889 0.37 -0.07 -0.26
C 0.158560 0.438353 3.627204 -0.05 0.14 -0.24
H 0.789448 -0.440861 3.772336 -0.04 -0.01 -0.04
H -0.687946 0.377142 4.315800 0.01 -0.09 0.01
C -0.365477 0.455330 2.194630 0.02 0.01 0.17
N -0.887529 -0.835538 1.790397 -0.12 -0.01 0.30
C -0.618500 -1.367944 0.573190 0.03 -0.01 0.22
O 0.211914 -0.886994 -0.180632 0.05 0.01 -0.22
C -1.399640 -2.583599 0.219286 -0.11 -0.29 -0.21
C -1.673113 -2.803177 -1.127954 0.08 0.10 0.10
C -2.402861 -3.908617 -1.521818 -0.01 0.00 -0.02
C -2.851382 -4.813607 -0.573896 -0.01 -0.05 0.03
C -2.564040 -4.612501 0.766528 -0.08 -0.09 0.03
C -1.844472 -3.500994 1.166525 0.06 0.15 -0.06
H -1.607088 -3.367653 2.212353 0.02 0.01 0.09
H -2.901820 -5.325590 1.503870 -0.02 -0.06 0.05
H -3.419451 -5.679726 -0.878839 -0.05 -0.07 -0.02
H -2.619412 -4.065807 -2.567718 -0.03 -0.01 -0.09
H -1.309448 -2.091765 -1.854605 0.03 0.07 -0.05
H -1.680547 -1.173293 2.314795 -0.02 -0.04 -0.14
C -1.532744 1.442218 2.030754 0.33 0.02 -0.29
O -2.443397 1.530796 2.831738 -0.28 -0.01 0.20
N -1.447768 2.140764 0.885698 0.18 -0.02 -0.34
N -2.538825 2.816692 0.343603 -0.15 0.19 0.74
C -2.968150 2.628506 -0.937792 -0.17 0.06 0.16
O -4.038139 3.067066 -1.309621 -0.02 -0.06 -0.11
C -2.043115 1.886551 -1.827504 -0.23 -0.59 -1.00
C -2.457108 1.215939 -2.934357 0.10 0.16 0.32
S -1.139197 0.377746 -3.670540 0.16 0.31 0.48
C -0.082846 1.030856 -2.406101 -0.57 -0.17 -0.61
N -0.705599 1.776886 -1.551159 0.36 0.22 0.09
N 1.238226 0.827184 -2.414170 0.44 0.00 -0.03
C 1.833049 -0.290879 -3.112738 0.34 -0.06 -0.09
H 1.228183 -0.546919 -3.983793 0.09 -0.04 -0.01
H 1.881698 -1.154120 -2.435704 -0.05 -0.01 -0.09
C 3.246324 0.100497 -3.554097 -0.26 -0.17 -0.19
H 3.758978 -0.756418 -3.993503 -0.08 0.05 -0.03
O 4.029777 0.515953 -2.462053 0.10 -0.15 0.05
C 3.445642 1.626531 -1.821213 -0.30 0.21 0.22
H 4.103138 1.886068 -0.990619 -0.07 0.05 -0.03
C 2.044164 1.301858 -1.303047 0.43 0.13 0.05
H 1.580369 2.192474 -0.881323 0.06 -0.05 0.03
H 2.100096 0.518800 -0.539115 -0.04 0.11 0.03
H 3.391320 2.474377 -2.521326 0.02 -0.04 0.07
H 3.183613 0.909078 -4.299194 0.00 -0.08 0.04
H -3.446268 1.156009 -3.336903 -0.28 0.02 -0.03
H -3.209382 3.158707 1.023692 0.13 -0.03 -0.17
H -0.755025 1.934290 0.147683 -0.02 0.06 0.43
H 0.442680 0.700770 1.499129 -0.17 -0.04 0.15
H 0.285266 2.580452 3.864943 -0.02 0.07 0.10
H 1.375377 1.669561 4.929568 -0.11 0.07 0.03
```
Forces are in eV/Å.

Löwdin atomic charge list, values in e, 5 entries: number 1, C, carries -0.39; number 2, H, carries 0.03; number 3, H, carries 0.03; number 4, H, carries 0.04; number 5, S, carries 0.80

3.
The following is a quantum chemistry calculation of 2 unconnected molecules or ions with the total composition C4H10O3, from the OMol25 dataset.

The SMILES is CO[C@H]1[C@H](O)[C@@H]1O.[H][H]. The calculation puts the calculated total energy at -383.97715 Ha. The calculation puts the HOMO energy at -0.3071 Eh. The calculation puts the HOMO-LUMO gap at 9.13 eV. As for the LUMO energy: 0.77 eV. The calculation puts the energy above the lowest of the compared OMol25 structures with the same formula, charge and spin at 452.82 kJ/mol.

```
17
Properties=species:S:1:pos:R:3:forces:R:3
C 0.195503 2.637197 0.325389 0.13 0.14 -0.19
O 0.398084 1.355958 0.886098 0.61 -0.27 0.06
C 0.151091 0.195354 0.119122 0.15 -0.27 -0.10
C -0.133992 -0.928302 1.030319 0.14 0.07 0.21
O -1.291661 -1.714172 0.980319 -0.31 0.09 0.07
C 0.942023 -1.284715 0.088883 0.28 0.40 0.17
O 0.545614 -2.281125 -0.801859 -0.10 0.51 -0.16
H -0.135725 3.302988 1.135674 0.09 -0.30 -0.20
H -0.567668 2.663373 -0.467927 0.13 -0.23 0.17
H 1.131581 3.035755 -0.072736 -0.01 0.02 -0.13
H -0.766805 -0.584967 -2.345413 -0.13 0.02 -0.41
H -0.236088 0.415839 -0.860027 -0.72 -0.30 0.16
H 0.233681 -0.657664 2.016825 -0.36 -0.08 0.15
H -1.980866 -1.134560 0.634333 -0.07 -0.26 0.13
H 1.998031 -1.371758 0.315603 -0.13 0.18 0.46
H -0.193312 -1.006118 -2.547413 -0.10 0.03 -0.14
H -0.289492 -2.643084 -0.437188 0.39 0.26 -0.26
```
Forces are in eV/Å.

Löwdin atomic charge list, values in e, 5 entries: number 1, C, carries -0.10; number 2, O, carries -0.15; number 3, C, carries -0.17; number 4, C, carries -0.31; number 5, O, carries 0.01